# 1
Density functional theory data (ωB97M-V/def2-TZVPD) for one molecule with the formula C4H8N2O3 at a distorted geometry.

Summary:
Kohn-Sham gap ... 10.43 eV
Structure (SMILES) ... CC(=O)OC(=O)N(C)N
Molar mass ... 132.12 g/mol
HOMO ... -9.74 eV
E ... -13399.0540 eV

Atoms and positions in Å:
C (0.7720, 1.6533, 0.5222)
C (-0.7536, -1.4329, -1.5065)
N (0.3294, 0.2531, 0.4740)
C (-0.9732, -0.0054, 1.1539)
C (-0.8926, 0.0093, -1.1296)
N (1.3010, -0.7247, 0.8333)
O (-1.8755, 0.0628, 0.2299)
O (-1.0531, -0.2623, 2.3294)
O (-0.9401, 0.9593, -1.8491)
H (1.4300, -0.6871, 1.8453)
H (2.1850, -0.4777, 0.3978)
H (-0.0418, 2.3051, 0.2063)
H (1.0942, 1.8974, 1.5367)
H (1.5926, 1.7797, -0.1855)
H (-0.5708, -2.0722, -0.6472)
H (0.0760, -1.5282, -2.2090)
H (-1.6795, -1.7296, -2.0018)

So, what does the natural (NBO) scheme give us? The charges, in e, come out as:
1. C -0.430
2. C -0.722
3. N -0.315
4. C 0.891
5. C 0.818
6. N -0.647
7. O -0.558
8. O -0.585
9. O -0.564
10. H 0.362
11. H 0.358
12. H 0.239
13. H 0.203
14. H 0.209
15. H 0.247
16. H 0.241
17. H 0.253

---

# 2
Density functional theory data (ωB97M-V/def2-TZVPD) for one molecule with the formula C5H9BrN2 at a distorted geometry.

Summary:
Kohn-Sham gap (spin up / spin down) ... 6.63 / 6.62 eV
Molar mass ... 177.04 g/mol
HOMO (spin up / spin down) ... -6.55 / -6.55 eV
E ... -78347.6583 eV

Atoms and positions in Å:
C (2.3394, 1.3201, -0.4679)
C (-0.3580, -0.4469, -0.8739)
C (1.2467, 2.0095, -0.3457)
C (-0.2702, -1.9404, -0.8581)
C (-0.9632, -0.1751, 1.4411)
N (-0.2870, 1.5780, -0.0130)
N (-0.6089, 0.3393, 0.1274)
Br (2.6054, -0.4622, 0.0021)
H (0.9976, 3.0664, -0.6250)
H (-0.2517, 0.2219, -1.7969)
H (-0.7206, -2.2944, -1.7554)
H (-0.5850, -2.3314, 0.1145)
H (0.7431, -2.2322, -0.9388)
H (-0.1962, -0.7992, 1.8492)
H (-1.1283, 0.7467, 2.0687)
H (-1.8820, -0.7252, 1.3277)
H (-0.6810, 2.1250, 0.7441)

So, what does the natural (NBO) scheme give us? The charges, in e, come out as:
1. C -0.395
2. C 0.177
3. C -0.258
4. C -0.693
5. C -0.434
6. N -0.476
7. N -0.094
8. Br -0.046
9. H 0.204
10. H 0.241
11. H 0.243
12. H 0.227
13. H 0.268
14. H 0.240
15. H 0.220
16. H 0.218
17. H 0.358

---

# 3
Density functional theory data (ωB97M-V/def2-TZVPD) for C2H5Cl2N as an isolated structure at a distorted geometry.

Summary:
Kohn-Sham gap ... 10.75 eV
Molar mass ... 113.97 g/mol
HOMO ... -9.92 eV
E ... -28689.0348 eV

Atoms and positions in Å:
C (0.5804, -0.4522, 0.3505)
C (-0.9129, 0.0451, 0.5501)
H (1.7148, 0.6447, -0.8744)
H (0.2511, 0.1797, -1.5053)
H (1.0418, 0.1557, 1.1159)
H (0.8538, -1.4073, 0.5324)
H (-1.2439, 0.2850, 1.5741)
N (1.0776, -0.1479, -0.9773)
Cl (-1.3068, 1.6174, -0.3051)
Cl (-2.0559, -0.9201, -0.4609)

So, what does the natural (NBO) scheme give us? The charges, in e, come out as:
1. C -0.248
2. C -0.179
3. H 0.361
4. H 0.366
5. H 0.187
6. H 0.215
7. H 0.238
8. N -0.822
9. Cl -0.071
10. Cl -0.047

---

# 4
Density functional theory data (ωB97M-V/def2-TZVPD) for one molecule with the formula C4H8O3 at a distorted geometry.

Summary:
Kohn-Sham gap ... 10.76 eV
Structure (SMILES) ... O=C(CO)CCO
Molar mass ... 104.10 g/mol
HOMO ... -10.06 eV
E ... -10418.8566 eV

Atoms and positions in Å:
O (1.7238, -0.5866, 1.9416)
C (1.3536, 0.0746, 0.7503)
C (-0.0168, 0.8037, 0.7699)
C (-0.6436, 0.5212, -0.5383)
O (-0.3285, 1.1581, -1.5321)
C (-1.5469, -0.6790, -0.7760)
O (-1.1955, -0.9769, -2.0927)
H (2.5738, -0.9883, 1.6895)
H (1.4349, -0.6551, -0.0563)
H (2.0795, 0.8489, 0.5517)
H (0.1621, 1.8805, 0.8041)
H (-0.6351, 0.4501, 1.5921)
H (-1.3898, -1.4831, -0.0310)
H (-2.6048, -0.3479, -0.6913)
H (-0.9668, -0.0200, -2.3816)

So, what does the natural (NBO) scheme give us? The charges, in e, come out as:
1. O -0.707
2. C -0.047
3. C -0.530
4. C 0.601
5. O -0.566
6. C -0.176
7. O -0.724
8. H 0.471
9. H 0.169
10. H 0.171
11. H 0.239
12. H 0.237
13. H 0.193
14. H 0.187
15. H 0.482

---

# 5
Density functional theory data (ωB97M-V/def2-TZVPD) for C30H45N3O2PdSe as an isolated structure.

Summary:
Kohn-Sham gap ... 6.97 eV
Molar mass ... 665.09 g/mol
HOMO ... -6.84 eV
E ... -109233.0161 eV

Atoms and positions in Å:
Pd (1.4095, -0.4367, -0.0971)
N (4.4859, -0.3707, 3.1374)
C (3.5640, -0.1482, 2.1711)
O (2.3668, -0.1440, 2.4214)
C (4.0901, 0.1559, 0.7853)
C (3.3669, -0.5983, -0.3182)
H (4.1616, -0.6058, 4.0599)
H (5.4618, -0.4548, 2.9229)
H (5.1651, -0.0455, 0.7140)
H (3.9637, 1.2340, 0.6458)
H (3.5314, -1.6754, -0.3002)
H (3.6571, -0.2038, -1.2906)
C (-0.0738, -2.6189, 1.9116)
C (-0.4374, -3.7859, 0.9954)
C (0.6991, -4.8065, 0.9348)
C (-0.8369, -3.2762, -0.3821)
C (-2.1526, -3.4790, -0.7762)
C (-2.6114, -3.0777, -2.0217)
C (-1.7034, -2.5136, -2.8986)
C (-0.3625, -2.3079, -2.5736)
C (0.4856, -1.7350, -3.7128)
C (1.9345, -1.3606, -3.4172)
C (0.4793, -2.7054, -4.9032)
C (0.0875, -2.6344, -1.2647)
O (1.3355, -2.3983, -0.8709)
H (0.2670, -2.9322, 2.8993)
H (-0.9109, -1.9270, 2.0292)
H (0.7399, -2.1204, 1.3923)
H (-1.3200, -4.2931, 1.3987)
H (1.5933, -4.3468, 0.5148)
H (0.4275, -5.6564, 0.3058)
H (0.9273, -5.1821, 1.9351)
H (-2.8300, -3.9683, -0.0836)
H (-3.6433, -3.2286, -2.3125)
H (-2.0453, -2.2112, -3.8828)
H (-0.0161, -0.8109, -4.0323)
H (2.5019, -2.2117, -3.0439)
H (1.9916, -0.5676, -2.6771)
H (2.3974, -1.0055, -4.3421)
H (0.9581, -3.6444, -4.6140)
H (1.0434, -2.2830, -5.7379)
H (-0.5212, -2.9433, -5.2599)
C (-2.0952, 2.3082, -3.3204)
C (-2.7799, 2.3665, -1.9603)
C (-3.0794, 0.9831, -1.3879)
C (-1.8355, 0.2399, -0.9230)
N (-1.2714, 0.8246, 0.2993)
C (-0.1241, 1.5479, 0.4218)
Se (1.0399, 1.9347, -0.9648)
N (-0.0056, 1.9198, 1.7211)
C (1.0859, 2.6891, 2.3016)
C (0.6325, 4.0840, 2.7178)
C (0.2825, 4.9900, 1.5393)
C (1.5047, 5.4643, 0.7643)
C (-1.0648, 1.3958, 2.4474)
C (-1.3446, 1.4094, 3.8061)
C (-2.4773, 0.7261, 4.2181)
C (-3.2909, 0.0422, 3.3106)
C (-2.9995, 0.0148, 1.9565)
C (-1.8718, 0.7095, 1.5469)
H (-2.0212, 3.2986, -3.7710)
H (-2.6573, 1.6721, -4.0090)
H (-1.0835, 1.9073, -3.2447)
H (-3.7128, 2.9295, -2.0409)
H (-2.1546, 2.9257, -1.2548)
H (-3.5619, 0.3645, -2.1502)
H (-3.7902, 1.0567, -0.5603)
H (-1.0510, 0.2643, -1.6772)
H (-2.0350, -0.8129, -0.7124)
H (1.8669, 2.7319, 1.5435)
H (1.4768, 2.1120, 3.1403)
H (1.4367, 4.5375, 3.3056)
H (-0.2241, 3.9949, 3.3910)
H (-0.2719, 5.8544, 1.9125)
H (-0.4043, 4.4639, 0.8676)
H (2.1924, 6.0045, 1.4196)
H (1.2214, 6.1386, -0.0445)
H (2.0440, 4.6300, 0.3143)
H (-0.7036, 1.9184, 4.5122)
H (-2.7327, 0.7123, 5.2693)
H (-4.1597, -0.4881, 3.6766)
H (-3.6082, -0.5407, 1.2561)

So, what does the Mulliken scheme give us? The charges, in e, come out as:
1. Pd 0.528
2. N -0.422
3. C 0.503
4. O -0.478
5. C -0.740
6. C -1.038
7. H 0.246
8. H 0.187
9. H 0.500
10. H 0.245
11. H 0.443
12. H 0.429
13. C -0.485
14. C 0.190
15. C -1.709
16. C 0.830
17. C -0.848
18. C -1.182
19. C -0.707
20. C 0.594
21. C 0.648
22. C -1.177
23. C -1.626
24. C 0.936
25. O -1.155
26. H 0.528
27. H -0.089
28. H -0.103
29. H 0.609
30. H 0.237
31. H 0.401
32. H 0.461
33. H 0.352
34. H 0.375
35. H 0.429
36. H 0.083
37. H 0.275
38. H -0.084
39. H 0.432
40. H 0.408
41. H 0.455
42. H 0.354
43. C -1.114
44. C -0.089
45. C -0.788
46. C -0.276
47. N 1.890
48. C -0.983
49. Se -0.174
50. N 1.507
51. C -1.275
52. C -0.757
53. C 0.047
54. C -1.245
55. C 0.478
56. C -1.076
57. C -0.870
58. C -0.873
59. C -0.778
60. C 0.419
61. H 0.386
62. H 0.327
63. H 0.153
64. H 0.444
65. H -0.100
66. H 0.495
67. H 0.374
68. H -0.151
69. H -0.272
70. H 0.103
71. H 0.475
72. H 0.499
73. H 0.378
74. H 0.416
75. H -0.091
76. H 0.371
77. H 0.355
78. H 0.225
79. H 0.472
80. H 0.410
81. H 0.408
82. H 0.444

---

# 6
Density functional theory data (ωB97M-V/def2-TZVPD) for one molecule with the formula C6H10.

Summary:
Kohn-Sham gap (spin up / spin down) ... 7.10 / 7.10 eV
Molar mass ... 82.15 g/mol
HOMO (spin up / spin down) ... -7.63 / -7.63 eV
E ... -6379.4547 eV

Atoms and positions in Å:
C (-0.4700, 0.6830, -1.4398)
C (-0.0863, -0.3580, -0.4272)
C (0.7576, -1.4935, -0.8882)
C (0.0833, 1.2437, 1.3324)
C (-0.3434, -0.1474, 0.9192)
C (-0.7750, -1.2445, 1.6741)
H (-1.0385, 0.1739, -2.2285)
H (0.3968, 1.1489, -1.9250)
H (-1.1040, 1.4672, -1.0160)
H (1.3360, -1.8766, -0.0456)
H (0.1676, -2.2998, -1.3179)
H (1.4508, -1.1170, -1.6555)
H (0.8519, 1.6191, 0.6372)
H (-0.7121, 1.9838, 1.4063)
H (0.5838, 1.1041, 2.2927)
H (-1.0985, -0.8869, 2.6817)

So, what does the natural (NBO) scheme give us? The charges, in e, come out as:
1. C -0.706
2. C 0.379
3. C -0.698
4. C -0.657
5. C -0.288
6. C -0.239
7. H 0.245
8. H 0.238
9. H 0.232
10. H 0.249
11. H 0.256
12. H 0.223
13. H 0.197
14. H 0.216
15. H 0.232
16. H 0.120

---

# 7
Density functional theory data (ωB97M-V/def2-TZVPD) for C21H39GaN8P as an isolated structure.

Summary:
Kohn-Sham gap ... 7.88 eV
Molar mass ... 504.30 g/mol
Total charge ... +3
HOMO ... -14.95 eV
E ... -95975.3417 eV

Atoms and positions in Å:
Ga (0.4352, 0.0565, 0.5414)
C (5.5536, -0.5070, 2.1660)
N (4.5830, -0.2844, 1.0855)
C (5.0578, -0.2954, -0.3030)
C (3.2917, -0.0756, 1.3208)
N (2.4111, 0.2009, 0.3836)
N (2.8992, -0.1601, 2.6497)
C (1.6504, 0.0011, 3.2053)
N (1.6030, -0.1580, 4.5279)
N (0.5989, 0.3077, 2.4901)
H (6.5469, -0.5314, 1.7324)
H (5.3837, -1.4639, 2.6637)
H (5.5424, 0.3147, 2.8843)
H (6.0776, -0.6634, -0.3170)
H (5.0488, 0.7087, -0.7312)
H (4.4543, -0.9735, -0.9085)
H (2.8279, 0.2154, -0.5370)
H (3.6385, -0.3659, 3.3021)
H (2.4068, -0.4201, 5.0748)
H (0.7233, -0.1147, 5.0164)
H (-0.2388, 0.3609, 3.0559)
C (-1.6750, 2.9524, -0.0006)
P (-0.0033, 2.2837, -0.1382)
C (0.5612, 2.6098, -1.8217)
C (1.0095, 3.3210, 0.9384)
H (-1.6107, 4.0418, -0.0061)
H (-2.1449, 2.6390, 0.9310)
H (-2.2914, 2.6422, -0.8404)
H (0.4543, 3.6733, -2.0408)
H (-0.0200, 2.0365, -2.5438)
H (1.6132, 2.3405, -1.9213)
H (0.9779, 4.3477, 0.5707)
H (2.0414, 2.9733, 0.9392)
H (0.6225, 3.2982, 1.9566)
N (-4.5992, -3.0904, -2.1410)
C (-4.4284, -1.6951, -1.5789)
C (-2.9569, -1.4368, -1.2592)
N (-2.6855, -0.0881, -0.7770)
H (-5.5845, -3.3101, -2.3105)
H (-4.2331, -3.7990, -1.4999)
H (-4.1039, -3.1984, -3.0302)
H (-5.0596, -1.6375, -0.6931)
H (-4.8155, -1.0068, -2.3288)
H (-2.3483, -1.6059, -2.1512)
H (-2.6094, -2.1451, -0.5030)
H (-3.2960, 0.1663, -0.0067)
H (-2.8440, 0.5969, -1.5077)
C (-0.8361, -4.0117, 3.7077)
C (0.2043, -4.3697, 2.8585)
C (0.4764, -3.6236, 1.7208)
C (-0.3090, -2.5162, 1.4043)
C (-1.3521, -2.1638, 2.2582)
C (-1.6099, -2.8996, 3.4092)
N (-0.0364, -1.7105, 0.2645)
C (0.0755, -2.2534, -1.0206)
C (-0.2899, -3.5689, -1.3256)
C (-0.1950, -4.0411, -2.6279)
C (0.2404, -3.2237, -3.6630)
C (0.5764, -1.9086, -3.3766)
C (0.4932, -1.4344, -2.0753)
H (-1.0463, -4.6011, 4.5894)
H (0.8126, -5.2350, 3.0867)
H (1.2977, -3.9002, 1.0707)
H (-1.9770, -1.3101, 2.0052)
H (-2.4257, -2.6157, 4.0617)
H (-0.6310, -4.2312, -0.5411)
H (-0.4586, -5.0712, -2.8334)
H (0.3256, -3.6060, -4.6703)
H (0.9123, -1.2508, -4.1680)
H (0.7441, -0.3871, -1.8948)

So, what does the natural (NBO) scheme give us? The charges, in e, come out as:
1. Ga 1.587
2. C -0.442
3. N -0.357
4. C -0.430
5. C 0.686
6. N -0.960
7. N -0.598
8. C 0.692
9. N -0.746
10. N -0.932
11. H 0.263
12. H 0.224
13. H 0.221
14. H 0.256
15. H 0.223
16. H 0.221
17. H 0.417
18. H 0.435
19. H 0.429
20. H 0.433
21. H 0.414
22. C -0.939
23. P 0.957
24. C -0.948
25. C -0.945
26. H 0.278
27. H 0.261
28. H 0.255
29. H 0.280
30. H 0.265
31. H 0.260
32. H 0.276
33. H 0.261
34. H 0.266
35. N -0.668
36. C -0.233
37. C -0.250
38. N -0.822
39. H 0.459
40. H 0.447
41. H 0.449
42. H 0.231
43. H 0.234
44. H 0.223
45. H 0.215
46. H 0.371
47. H 0.369
48. C -0.211
49. C -0.168
50. C -0.279
51. C 0.207
52. C -0.294
53. C -0.204
54. N -0.927
55. C 0.258
56. C -0.318
57. C -0.178
58. C -0.248
59. C -0.167
60. C -0.326
61. H 0.244
62. H 0.239
63. H 0.231
64. H 0.199
65. H 0.233
66. H 0.230
67. H 0.235
68. H 0.244
69. H 0.232
70. H 0.180

---

# 8
Density functional theory data (ωB97M-V/def2-TZVPD) for C2H6ClNO as an isolated structure at a distorted geometry.

Summary:
Kohn-Sham gap (spin up / spin down) ... 7.39 / 6.39 eV
Molar mass ... 95.53 g/mol
2S+1 ... 3
HOMO (spin up / spin down) ... -7.08 / -9.01 eV
E ... -18223.5326 eV

Atoms and positions in Å:
C (-0.3610, -0.3699, 0.5587)
C (0.7284, 0.4278, -0.1080)
N (1.8982, -0.0106, -0.2668)
O (1.9897, -0.5308, -2.5292)
Cl (0.5327, -0.2124, -2.9446)
H (-0.1378, -1.4593, 0.2434)
H (-0.3344, -0.4647, 1.6379)
H (-1.3639, 0.0528, 0.3209)
H (0.2645, 0.5510, -1.4060)
H (0.7759, 1.5451, 0.0196)
H (2.0022, -1.0349, -0.0123)

So, what does the natural (NBO) scheme give us? The charges, in e, come out as:
1. C -0.648
2. C -0.229
3. N -0.554
4. O -0.367
5. Cl 0.515
6. H 0.198
7. H 0.216
8. H 0.215
9. H 0.142
10. H 0.201
11. H 0.310